Entry 1:
The following is a DFT calculation (the ωB97M-V functional and the def2-TZVPD basis) of a structure of composition C17H22N2O6S.

```
48
Properties=species:S:1:pos:R:3:mulliken_charge:R:1
H 2.15 4.05 -0.01 0.351
H 4.78 1.49 -1.97 0.701
C -0.09 1.92 0.94 0.568
H 0.31 0.05 -2.31 1.444
H -1.52 1.85 -1.27 -0.022
C 3.38 -0.25 -0.79 0.492
O 3.81 -1.48 1.28 -0.338
C 5.15 0.72 -1.74 -1.129
H 5.07 0.33 -3.11 0.209
H 3.07 2.05 1.53 0.415
C 2.02 1.99 1.16 -0.099
C 1.48 -1.40 0.53 -0.717
C -1.33 0.98 1.19 -1.502
C 0.61 -0.74 -0.55 -0.238
O 1.01 1.21 1.48 -0.224
H -3.76 -1.02 -1.25 0.252
C 0.14 2.98 0.26 -0.505
S -1.10 -1.18 -0.43 1.399
N -1.80 0.19 0.07 0.623
C -2.28 0.96 -1.17 -1.830
C 2.89 -1.09 0.17 0.481
C -4.29 0.57 -0.15 0.354
C 3.55 -2.02 2.28 -0.699
H -0.54 3.69 0.20 0.653
H -2.22 1.71 1.42 0.402
H 2.61 -1.45 3.09 0.138
H 2.82 0.79 -2.68 0.194
H -1.35 0.38 1.98 0.698
H 1.18 -2.08 1.29 0.652
C -4.81 -1.88 0.41 -0.933
H -4.24 1.42 -1.94 0.528
C 1.00 -0.13 -1.77 -1.189
H -2.29 0.44 -1.84 1.740
C 1.60 3.25 0.53 -0.881
N -4.20 -0.82 -0.51 -0.068
O -1.73 -1.69 -1.61 -0.723
H -5.38 -1.58 1.12 0.416
C 2.47 -0.11 -1.91 -0.806
O -5.06 0.83 0.79 -0.695
H -3.83 2.39 -0.47 0.227
C -3.66 1.29 -1.16 -0.734
H 6.36 0.78 -1.72 0.209
H -5.28 -2.64 -0.30 0.283
H -3.96 -2.51 0.85 0.229
H 4.31 -2.29 2.84 0.418
O 4.68 0.04 -0.78 -0.210
H 2.97 -3.05 2.21 0.235
O -1.22 -1.98 0.89 -0.770
```

## Properties
frontier orbital gap = 8.39 eV


Entry 2:
The following is a DFT calculation (the ωB97M-V functional and the def2-TZVPD basis) of a structure of composition C17H22N3O4Re.

```
47
Properties=species:S:1:pos:R:3:mulliken_charge:R:1
C 0.69 1.03 -3.15 -1.021
H -6.37 2.36 3.87 0.397
C -5.37 0.50 3.48 -0.529
H 2.65 -0.16 1.83 0.351
H -3.25 2.49 0.94 0.381
O -1.59 -1.76 0.26 -0.503
C 1.53 -3.99 -3.30 -0.291
C -5.60 1.86 3.30 -0.495
H 3.30 -3.87 -2.08 0.502
H 0.61 3.97 -0.10 0.365
N -2.61 -0.06 1.08 0.859
H 1.86 -4.84 -3.87 0.418
H -5.96 -0.06 4.19 0.379
H 1.00 1.97 -3.60 0.372
H -0.24 0.71 -3.63 0.284
H 1.55 2.64 0.61 0.225
C -3.65 0.59 1.85 0.474
H 0.52 0.91 1.26 0.366
H 0.98 -2.43 0.70 0.398
C 0.30 -3.41 -3.55 -0.814
C 0.51 1.16 -1.66 0.780
C -4.84 2.58 2.39 -0.580
N -2.58 -1.32 0.97 -0.409
C -0.09 -2.33 -2.78 -0.043
H 1.19 -0.86 2.56 0.397
O -1.71 0.72 0.49 -0.690
H 2.59 -0.63 -0.69 0.214
O 0.90 0.17 0.76 -0.393
H -0.24 2.50 0.41 0.017
H 1.44 0.26 -3.37 0.202
C 2.33 -3.45 -2.30 -0.881
O 0.89 2.40 -1.33 -0.397
C 1.89 -2.35 -1.59 0.588
H 2.53 -2.70 1.47 0.518
H -0.36 -3.79 -4.32 0.424
C 1.72 -0.70 1.63 -0.614
N 0.67 -1.80 -1.81 0.114
H -1.07 -1.87 -2.93 0.436
C 1.97 -1.99 0.87 -0.808
H -4.19 -1.20 2.89 0.473
C -4.39 -0.15 2.75 -0.329
H -5.01 3.63 2.25 0.380
C 0.69 2.89 -0.01 -0.409
C 2.65 -1.70 -0.49 -1.004
H 3.71 -1.97 -0.49 0.600
Re -0.30 -0.32 -0.59 0.653
C -3.85 1.94 1.65 -0.356
```

## Properties
2S+1 = 2
frontier orbital gap (alpha / beta) = 7.77 / 7.21 eV
total charge = +1


Entry 3:
The following is a DFT calculation (the ωB97M-V functional and the def2-TZVPD basis) of a structure of composition C17H22N4O3S2.

```
48
Properties=species:S:1:pos:R:3:mulliken_charge:R:1
O -2.10 4.19 1.13 -0.125
H -2.94 -4.39 -0.48 0.305
H -5.46 1.94 -0.16 0.279
H -0.63 -5.52 -0.58 0.284
N 5.92 0.93 -1.15 -0.313
H -3.52 1.62 -1.78 0.416
H -0.68 4.75 -1.41 0.461
H -1.53 1.73 -1.95 0.452
H -1.68 -2.07 0.98 0.339
C -0.86 -4.59 0.14 -0.908
C -2.47 -4.63 0.46 -1.505
C -0.62 -2.38 0.90 -1.237
H 2.86 2.36 -1.07 0.129
H -5.32 2.37 1.64 0.327
H -2.66 -4.12 1.23 0.546
N 0.33 0.88 -0.80 -0.427
H 4.56 -1.09 1.42 0.387
N 0.07 -1.02 0.15 0.091
O 6.22 0.91 1.30 -0.661
C -2.50 2.75 -0.39 0.831
H -0.63 -4.91 1.03 0.480
C -4.77 1.91 0.74 -1.087
H -0.93 -3.22 -1.37 0.159
H 0.57 -3.59 -0.52 0.358
H -4.56 0.69 0.77 0.156
C 1.34 -0.71 0.49 0.343
H 0.16 4.65 0.38 0.184
S 5.51 1.49 0.09 1.021
H -2.75 -5.63 0.60 0.450
C 1.45 0.77 -0.28 0.231
O 5.19 2.79 -0.08 -0.574
C -0.35 4.03 -0.78 -0.520
C 2.63 1.32 -0.46 -0.255
H 6.22 -0.03 -1.26 0.287
H 0.20 3.19 -0.86 -0.140
N -3.31 3.79 1.39 -0.590
H 2.45 -2.41 1.52 0.075
C -0.38 -3.39 -0.34 0.265
C 2.49 -1.31 0.83 -0.221
C -2.44 1.42 -1.46 -1.005
H 5.48 1.21 -1.94 0.272
C -3.61 2.68 0.49 0.548
C -1.74 3.54 0.10 -0.185
H -0.08 -2.70 1.68 0.508
C 3.83 0.41 0.13 -0.166
C -0.57 -0.01 -0.53 0.327
C 3.73 -0.54 0.92 -0.439
S -2.12 -0.08 -0.83 -0.153
```

## Properties
frontier orbital gap = 8.41 eV


Entry 4:
The following is a DFT calculation (the ωB97M-V functional and the def2-TZVPD basis) of an isolated molecule of C17H22N4O4S.

```
48
Properties=species:S:1:pos:R:3:mulliken_charge:R:1
H 1.92 -0.57 0.90 0.531
H -2.32 -1.13 1.19 0.383
H 1.71 3.49 2.95 0.288
C 1.06 -1.22 0.89 -0.579
H 0.45 7.01 3.00 0.296
H -1.41 0.96 1.32 0.190
C 0.57 4.05 1.24 -0.558
H -1.99 -4.67 -1.75 0.579
C -0.16 -1.61 -2.92 0.379
H -4.00 -3.14 -3.45 0.298
H -0.11 0.31 -3.81 0.332
C 0.45 1.70 1.11 0.606
C 1.29 6.89 2.32 -1.148
H 2.20 -3.01 0.56 0.364
O 1.64 1.61 0.93 -0.622
C -1.16 -2.90 0.86 -0.349
N 0.65 -4.76 -1.55 -0.234
H -4.08 -3.03 -1.70 0.357
O -0.22 2.86 1.25 -0.470
C -0.10 -3.72 -2.08 0.133
H -3.96 -1.55 -2.68 0.361
C -2.15 -2.65 -2.53 0.796
H 1.96 7.74 2.44 0.361
H 0.31 4.50 3.32 0.277
H -0.12 4.83 0.90 0.290
C 0.58 -0.40 -3.35 -1.041
H 1.64 -4.62 -1.68 0.438
H 1.05 0.07 -2.49 0.184
H 1.37 -0.67 -4.05 0.336
H -2.00 -3.58 0.84 0.560
C -1.49 -3.78 -2.09 -0.471
H 2.84 5.45 1.90 0.310
N 0.56 -2.65 -2.51 -0.566
H 2.49 5.67 3.62 0.323
C 1.22 -2.58 0.70 -0.801
C -0.22 -0.69 1.05 0.796
O -0.95 -5.77 0.16 -0.642
C 1.13 4.36 2.62 -0.365
N -0.45 0.67 1.19 -0.056
S 0.30 -5.08 0.09 1.151
H 0.92 6.89 1.30 0.310
N -1.48 -1.57 -2.93 -0.588
C -3.64 -2.58 -2.59 -1.271
C -1.33 -1.54 1.06 -0.687
C 0.11 -3.41 0.68 0.026
C 2.04 5.59 2.63 -0.491
O 1.47 -5.71 0.61 -0.685
H 1.39 3.93 0.52 0.368
```

## Properties
frontier orbital gap = 9.60 eV


Entry 5:
The following is a DFT calculation (the ωB97M-V functional and the def2-TZVPD basis) of a structure of composition C17H22N7OPdS.

```
49
Properties=species:S:1:pos:R:3:mulliken_charge:R:1
N 3.44 1.50 -1.09 -0.240
C -3.17 4.06 0.89 -0.887
H 5.24 1.00 -0.12 0.291
C 3.58 0.42 1.11 0.025
H -1.92 1.94 2.09 0.245
H -2.43 4.42 1.61 0.288
H -0.91 0.21 -1.92 -0.178
C -1.18 -3.29 0.02 1.024
N -1.62 -0.45 -2.32 -0.018
H 2.61 0.82 1.37 -0.170
C 0.32 3.00 1.78 0.267
H 0.42 -0.29 1.82 0.395
C -1.92 2.80 -0.71 0.750
C -0.62 -3.48 1.31 -0.796
C -1.65 -1.71 -1.83 0.192
H -0.65 -4.47 1.75 0.365
H 4.41 -1.39 0.31 0.416
H -2.20 0.80 0.75 0.045
H 4.35 2.36 0.56 0.417
H 2.12 -1.44 -1.16 0.243
O -0.18 3.93 2.40 -0.758
N -0.53 -0.95 0.15 0.594
C -2.61 1.66 1.28 -0.735
C -1.11 -1.98 -0.52 0.503
C -2.28 -4.07 -1.95 -0.507
H 0.39 -2.55 2.95 0.437
H 4.19 0.32 2.02 0.457
C 2.49 0.51 -1.44 0.065
C -1.78 -4.34 -0.71 -0.985
C -2.22 -2.77 -2.51 -0.804
N 2.81 -0.75 -0.89 -0.246
C -0.03 -1.16 1.34 -0.386
N -1.21 2.84 -1.64 -0.550
C 4.23 1.37 0.12 -0.836
H -4.14 3.94 1.37 0.274
H -1.83 -5.34 -0.29 0.359
N -2.77 2.77 0.32 -0.066
H -2.63 -2.60 -3.51 0.321
H -2.74 -4.86 -2.53 0.349
Pd 0.56 1.21 -0.93 -0.457
H -3.27 4.78 0.08 0.352
C 3.42 -0.92 0.42 -0.548
H -1.77 -0.33 -3.30 0.297
H 2.81 -1.59 1.03 0.175
H -3.59 1.41 1.69 0.390
N 0.80 2.09 1.19 -0.384
H 3.11 2.41 -1.33 0.260
S 1.68 0.58 -2.99 -0.369
C -0.05 -2.43 1.97 -0.882
```

## Properties
frontier orbital gap = 6.13 eV
total charge = -1


Respective ΔE to the lowest compared entry with this formula, charge and spin values: 487.6 18.9 437.7 0.0 25.0 kcal per mole.
Respective DFT total energy values: -44067.04090 -32764.95301 -51742.17266 -42972.95520 -44781.59183 eV.
Respective max |F| values: 17.87 5.49 17.16 1.26 1.29 eV Å⁻¹.